# C34H31N6O5SSeW

C34H31N6O5SSeW as an isolated structure (wB97M-V/def2-TZVPD, the OMol25 dataset).

XYZ file:
```
79
Properties=species:S:1:pos:R:3:forces:R:3:mulliken_charge:R:1
W 0.2298 -0.5189 0.0279 -0.451 0.621 -0.279 1.659
C -1.2401 3.4478 -1.5465 -0.003 0.012 -0.004 -1.938
C -1.0224 2.1883 -0.7799 -0.056 0.039 0.020 1.535
N -0.0493 1.3689 -0.9850 0.195 -0.049 -0.002 0.950
N 0.8662 1.7188 -1.9576 0.041 -0.039 0.019 -1.461
C 1.8936 0.9433 -1.8186 0.057 0.024 0.035 0.646
O 1.9522 0.0689 -0.8439 -0.201 -0.270 -0.042 -0.455
C 3.0173 0.9914 -2.7639 0.046 0.030 0.078 0.262
C 4.1536 0.2262 -2.5135 -0.004 -0.030 -0.020 -0.139
C 5.2114 0.2511 -3.4094 -0.001 0.001 0.004 -0.796
C 5.1332 1.0334 -4.5531 0.000 0.006 -0.006 -0.408
C 3.9966 1.7929 -4.8053 0.000 0.001 0.002 -0.743
C 2.9387 1.7750 -3.9135 0.019 0.018 0.016 -0.498
C -1.8766 1.7910 0.3154 -0.008 0.005 0.011 0.637
C -2.9280 2.5985 0.7407 -0.013 -0.002 -0.001 -1.289
C -3.6921 2.2187 1.8203 -0.017 0.024 0.001 -0.567
C -3.3734 1.0262 2.4491 0.008 -0.024 0.004 -1.297
C -2.3221 0.2734 1.9728 -0.028 -0.004 -0.017 -0.112
N -1.5622 0.6166 0.9166 0.077 -0.034 -0.083 0.169
H -0.5704 3.4871 -2.3977 -0.001 -0.005 0.005 0.353
H -1.0466 4.3157 -0.9121 -0.003 -0.002 0.001 0.371
H -2.2724 3.5065 -1.8933 0.002 0.002 0.000 0.441
H 4.1990 -0.3786 -1.6177 0.002 0.001 -0.002 0.375
H 6.0998 -0.3341 -3.2117 -0.003 0.000 -0.002 0.444
H 5.9604 1.0539 -5.2506 -0.002 0.002 0.002 0.403
H 3.9384 2.4001 -5.6988 0.001 -0.001 0.004 0.413
H 2.0478 2.3597 -4.0969 0.001 -0.002 0.000 0.454
H -3.1231 3.5256 0.2231 0.014 -0.004 -0.005 0.461
H -4.5080 2.8364 2.1692 0.002 -0.003 -0.002 0.445
H -3.9238 0.6722 3.3088 0.000 0.001 -0.002 0.499
H -2.0924 -0.6454 2.4801 0.005 0.000 0.012 0.620
O -2.6640 -3.6051 0.0065 0.130 -0.104 0.029 -0.561
C -1.8014 -2.6925 0.3636 -0.001 0.028 0.072 -0.033
O -1.4954 -1.7577 -0.3722 -0.291 -0.134 -0.009 -0.540
C -1.2036 -2.7241 1.7117 0.028 -0.007 -0.054 0.401
C -1.5132 -3.5214 2.7806 0.030 -0.034 0.065 0.021
C -0.8469 -3.2731 3.9921 -0.041 -0.074 -0.037 -1.122
C 0.0473 -2.2313 4.0822 0.083 0.057 -0.029 -0.769
C 0.2927 -1.4628 2.9421 -0.030 -0.065 0.028 0.901
N -0.3053 -1.7310 1.7996 0.050 0.089 0.017 0.279
C 1.1147 -0.1969 2.8888 0.016 -0.009 0.035 -0.272
O 1.6240 0.2545 3.8849 0.089 -0.031 -0.042 -0.705
O 1.0976 0.3204 1.6977 0.094 0.034 0.004 -0.551
H -2.7929 -3.4995 -0.9574 -0.046 0.036 -0.073 0.526
H -2.2523 -4.3047 2.6886 0.006 -0.001 -0.019 0.565
H -1.0561 -3.8922 4.8538 -0.003 0.011 0.003 0.483
H 0.5607 -1.9715 4.9973 -0.002 0.001 0.002 0.731
C 3.5012 -4.4261 5.4097 0.000 -0.005 0.010 -1.586
C 3.0888 -4.0697 4.0079 -0.024 0.000 -0.031 0.505
C 2.2612 -4.9064 3.2631 0.038 0.011 -0.013 -0.959
C 1.8325 -4.5688 1.9852 0.001 -0.021 0.024 0.837
C 1.0074 -5.5685 1.2141 -0.061 0.007 0.039 -1.429
C 2.2291 -3.3364 1.4381 -0.062 -0.092 -0.002 0.554
Se 1.4369 -2.8032 -0.2338 0.390 -0.243 -0.017 0.342
C 3.1549 -2.5367 2.1168 0.011 0.099 -0.007 0.295
C 3.8225 -1.3365 1.4977 -0.054 0.013 -0.008 -1.312
C 3.5436 -2.9087 3.4041 -0.012 0.024 0.010 -0.739
H 3.2845 -5.4700 5.6333 0.000 0.003 -0.001 0.386
H 2.9737 -3.8101 6.1419 0.003 -0.003 -0.011 0.291
H 4.5678 -4.2600 5.5602 0.000 0.003 -0.002 0.374
H 1.9557 -5.8594 3.6834 -0.002 0.006 0.002 0.351
H 0.9718 -6.5163 1.7509 -0.012 0.007 0.005 0.457
H 1.4290 -5.7538 0.2252 0.028 0.012 0.010 0.242
H -0.0182 -5.2282 1.0553 -0.012 0.019 -0.024 0.190
H 3.3655 -1.0448 0.5560 0.023 -0.009 0.074 -0.507
H 4.8713 -1.5797 1.3112 0.009 0.000 -0.009 0.643
H 3.8056 -0.4789 2.1711 -0.022 0.005 0.019 0.362
H 4.2355 -2.2643 3.9373 0.000 -0.013 0.000 0.471
S -0.1589 -1.0584 -2.7777 -0.095 0.135 0.220 -0.297
C -0.1197 -2.7509 -2.9126 0.119 -0.122 -0.091 0.140
N 1.0421 -3.2852 -3.4016 -0.070 0.013 -0.027 0.181
C 1.2464 -4.5952 -3.5956 0.004 0.020 0.012 -0.036
C 0.2347 -5.4627 -3.3072 -0.004 0.026 -0.005 -0.797
C -0.9440 -4.8891 -2.8201 0.019 -0.082 -0.008 0.131
N -1.1312 -3.5965 -2.6315 -0.006 0.078 0.098 -0.358
H 1.7861 -2.6134 -3.5572 0.010 -0.001 0.000 0.180
H 2.2175 -4.8859 -3.9698 -0.004 -0.012 0.003 0.434
H 0.3389 -6.5265 -3.4467 0.004 0.001 0.000 0.452
H -1.7812 -5.5329 -2.5697 -0.007 0.007 -0.008 0.416
```
Positions in Å, forces in eV/Å.

Calculated values
net charge = +1
E = -132944.592 eV
ΔE to the lowest compared entry with this formula, charge and spin = 51.1 kJ/mol
E_LUMO (spin up / spin down) = -3.6636 / -3.6630 eV
Kohn-Sham gap (spin up / spin down) = 5.8691 / 5.8682 eV


# C34H31N6O5SSeW

C34H31N6O5SSeW as an isolated structure at a distorted geometry (wB97M-V/def2-TZVPD, the OMol25 dataset).

XYZ file:
```
79
Properties=species:S:1:pos:R:3:forces:R:3:mulliken_charge:R:1
W 0.0981 -0.7965 0.9033 -1.200 3.531 1.457 0.602
C 3.0577 0.1887 3.9457 -0.254 -0.145 -0.037 -1.618
C 1.8290 0.2353 3.1068 -0.282 -0.844 -0.157 0.798
N 1.3269 -0.8514 2.5087 0.763 0.463 0.162 1.014
N 1.7670 -2.1106 2.8018 0.064 -0.568 0.282 -1.590
C 0.8656 -2.9729 2.3986 0.428 1.027 0.654 0.495
O -0.2480 -2.5153 1.8638 0.174 -1.289 0.181 -0.785
C 1.0463 -4.4088 2.5856 -0.185 -0.512 0.089 0.547
C 0.1608 -5.3034 1.9798 0.106 0.321 0.052 -0.075
C 0.2963 -6.6632 2.1803 0.064 -0.120 -0.003 -0.895
C 1.3077 -7.1450 2.9981 -0.031 0.059 0.004 -0.406
C 2.1914 -6.2607 3.6002 0.084 -0.055 -0.010 -0.692
C 2.0734 -4.9012 3.3914 -0.220 0.181 -0.117 -0.548
C 1.0423 1.3777 2.8089 -0.857 0.015 -0.570 0.869
C 1.2894 2.6841 3.2817 -0.048 -0.317 -0.054 -1.330
C 0.4029 3.6896 3.0058 -0.306 -0.291 -0.217 -0.485
C -0.7540 3.3862 2.2592 0.329 -0.104 0.359 -0.991
C -0.9259 2.1173 1.7757 -0.250 -0.311 -0.302 -0.063
N -0.0550 1.1004 1.9870 1.083 0.572 0.764 0.323
H 3.2719 -0.8520 4.1824 0.049 0.116 0.096 0.378
H 2.9373 0.7672 4.8568 0.028 0.022 0.137 0.424
H 3.8980 0.5916 3.3795 0.055 0.052 -0.032 0.247
H -0.6341 -4.9160 1.3587 -0.076 0.014 -0.036 0.407
H -0.3821 -7.3509 1.6979 -0.078 -0.048 -0.008 0.415
H 1.4040 -8.2060 3.1759 0.014 -0.067 -0.027 0.404
H 2.9794 -6.6346 4.2353 0.070 -0.047 0.062 0.409
H 2.7454 -4.2003 3.8575 0.133 0.045 0.072 0.503
H 2.1829 2.8691 3.8592 0.040 -0.032 0.037 0.474
H 0.5704 4.6962 3.3577 0.054 0.049 0.053 0.477
H -1.4897 4.1477 2.0587 -0.120 -0.005 -0.062 0.550
H -1.7903 1.8719 1.1618 0.223 0.058 0.055 0.404
O -4.0832 -1.1722 0.7687 1.468 -0.545 -0.468 -0.523
C -2.7676 -1.3411 0.5951 0.378 3.395 2.900 0.250
O -1.9111 -0.5866 1.2475 -3.364 -2.324 -1.603 -0.661
C -2.2525 -2.2833 -0.3146 1.585 -2.064 -1.809 -0.046
C -2.9138 -3.2961 -1.0569 0.185 1.433 1.104 -0.517
C -2.1582 -4.1821 -1.7788 1.159 -0.313 -0.303 -0.808
C -0.7474 -4.1266 -1.7397 -1.089 0.214 0.125 -0.601
C -0.1626 -3.1044 -1.0235 0.068 0.783 0.317 0.301
N -0.8881 -2.1747 -0.3930 -2.094 -1.117 -0.570 1.730
C 1.3114 -2.8815 -0.7393 0.406 0.001 0.097 0.031
O 2.1886 -3.6342 -1.0618 -0.434 0.090 -0.224 -0.657
O 1.4719 -1.7716 -0.0361 1.002 -1.769 -0.628 -0.375
H -4.2544 -0.5065 1.4511 0.146 0.076 0.077 0.397
H -3.9881 -3.3407 -1.0191 -0.190 -0.098 -0.035 0.634
H -2.6367 -4.9515 -2.3604 -0.105 -0.130 -0.052 0.523
H -0.1360 -4.8609 -2.2299 0.192 -0.139 -0.096 0.639
C -3.5269 4.7580 -4.3226 -0.039 -0.021 0.009 -1.562
C -2.8137 3.7650 -3.4623 0.062 -0.060 0.147 0.727
C -1.7889 4.1446 -2.6118 -0.059 -0.135 -0.177 -0.726
C -1.0726 3.2209 -1.8611 0.080 -0.171 0.122 1.098
C 0.0039 3.7583 -0.9654 0.050 -0.158 -0.004 -1.756
C -1.3967 1.8666 -1.9739 0.063 -0.605 1.060 0.129
Se -0.1942 0.4704 -1.1479 -0.348 1.163 -2.682 0.194
C -2.4609 1.4587 -2.7862 0.052 0.071 0.090 0.939
C -2.9112 0.0376 -2.9278 0.118 -0.070 0.098 -1.273
C -3.1525 2.4205 -3.5086 0.205 0.030 0.022 -0.953
H -3.1511 5.7626 -4.1498 -0.033 0.094 -0.046 0.347
H -4.5964 4.7413 -4.1217 -0.091 0.065 -0.031 0.362
H -3.3815 4.5021 -5.3714 -0.039 0.093 -0.083 0.350
H -1.5173 5.1875 -2.5292 0.012 0.161 -0.031 0.372
H 0.7097 4.3531 -1.5411 0.084 0.124 -0.030 0.436
H 0.5442 2.9551 -0.4720 0.057 -0.007 0.123 -0.253
H -0.4375 4.3986 -0.2048 0.067 0.083 0.035 0.504
H -2.2443 -0.6395 -2.4040 0.053 -0.070 0.012 -0.295
H -2.9237 -0.2472 -3.9763 -0.075 -0.091 -0.121 0.483
H -3.9182 -0.0763 -2.5303 -0.136 -0.072 0.012 0.371
H -3.9665 2.0972 -4.1414 -0.123 -0.025 -0.125 0.475
S 2.7235 0.8101 0.4067 0.734 0.319 -0.067 -0.125
C 2.9686 1.8066 -0.9232 0.106 -0.334 1.086 0.112
N 3.8173 2.8787 -0.7539 -0.049 0.081 -0.376 0.073
C 3.9156 3.8450 -1.6832 -0.142 0.074 -0.368 -0.061
C 3.2080 3.7363 -2.8491 0.104 -0.064 0.144 -0.931
C 2.4936 2.5336 -3.0388 0.249 0.421 0.271 0.002
N 2.3805 1.6288 -2.1075 -0.045 -0.366 -0.457 -0.247
H 4.3468 2.9141 0.1104 -0.179 0.025 -0.078 0.287
H 4.5640 4.6774 -1.4590 0.061 0.044 0.034 0.426
H 3.2329 4.5126 -3.5928 0.100 0.049 -0.104 0.443
H 2.0077 2.3034 -3.9757 -0.068 0.091 -0.203 0.470
```
Positions in Å, forces in eV/Å.

Calculated values
net charge = +1
E = -132942.062 eV
ΔE to the lowest compared entry with this formula, charge and spin = 295.2 kJ/mol
E_LUMO (spin up / spin down) = -4.4146 / -4.5287 eV
Kohn-Sham gap (spin up / spin down) = 4.6502 / 4.7678 eV


# C34H31N6O6PtS

C34H31N6O6PtS as an isolated structure at a distorted geometry (wB97M-V/def2-TZVPD, the OMol25 dataset).

XYZ file:
```
79
Properties=species:S:1:pos:R:3:forces:R:3:lowdin_spin:R:1
Pt 0.8196 1.1729 -0.2395 -0.411 0.182 -0.762 1.662
C 2.8335 3.4247 -0.2691 0.129 -0.091 -0.001 0.011
C 1.7594 4.3849 0.2487 -0.059 0.123 -0.099 0.025
C 0.9093 3.7952 1.3267 -0.514 -0.280 -0.167 0.207
C 0.8992 4.2217 2.6012 0.170 0.194 0.180 0.069
C 0.0175 3.6778 3.5841 0.166 -0.015 -0.199 0.395
C -0.9532 2.7480 3.1377 -0.261 -0.224 0.097 0.069
C -0.9621 2.3063 1.8659 0.093 0.439 -0.290 0.240
N 0.1121 2.6474 0.9852 0.520 -0.082 0.979 0.647
N 2.2804 2.5448 -1.3441 0.067 -0.154 -0.073 0.105
C 3.2947 1.6284 -1.8937 0.041 -0.032 -0.024 0.007
C 2.6457 0.4237 -2.5427 -0.035 0.106 0.018 0.011
C 3.3247 -0.3984 -3.4256 -0.032 0.059 0.022 0.003
C 2.6847 -1.5312 -3.8989 -0.007 -0.043 -0.035 0.004
C 1.3837 -1.8028 -3.4982 -0.005 0.041 0.008 0.003
C 0.7662 -0.9246 -2.6303 0.045 0.062 -0.063 0.010
N 1.3906 0.1675 -2.1758 0.107 -0.480 0.141 0.089
C 1.5732 3.2242 -2.4494 0.058 0.051 -0.014 0.006
C 0.0636 3.2776 -2.3323 -0.020 0.073 -0.025 0.012
C -0.6737 4.2725 -2.9599 0.056 -0.166 0.064 0.006
C -2.0564 4.2098 -2.9041 -0.098 0.040 -0.034 -0.004
C -2.6751 3.1632 -2.2347 0.133 -0.021 0.025 0.006
C -1.8766 2.2179 -1.6166 -0.036 0.157 -0.140 0.010
N -0.5464 2.2925 -1.6755 -0.004 -0.177 0.153 0.163
H 4.0518 2.1930 0.7260 -0.073 0.072 0.033 0.000
H 3.6976 3.9713 -0.6699 -0.082 0.066 -0.092 0.003
H 1.1297 4.7268 -0.5748 0.011 0.069 -0.011 0.005
H 2.2521 5.2729 0.6418 0.030 -0.057 0.082 0.000
H 1.5797 5.0209 2.8677 -0.029 0.007 0.045 -0.001
H 0.0243 4.0393 4.5989 0.008 0.017 0.019 0.022
H -1.7324 2.3948 3.8007 0.012 0.045 0.042 -0.002
H -1.7203 1.6529 1.4673 -0.015 -0.041 -0.069 0.014
H 3.9196 1.2613 -1.0789 -0.051 -0.030 -0.002 0.000
H 3.9437 2.1407 -2.6139 -0.020 0.019 0.027 0.002
H 4.3389 -0.1622 -3.7178 0.016 -0.005 -0.008 0.001
H 3.1990 -2.2010 -4.5746 0.003 -0.005 -0.007 0.000
H 0.8549 -2.6792 -3.8433 0.010 -0.014 -0.008 0.000
H -0.2457 -1.0804 -2.2739 0.007 -0.003 -0.013 0.001
H 1.7820 2.6568 -3.3589 0.013 0.045 -0.025 0.000
H 1.9767 4.2273 -2.6157 -0.030 0.013 0.038 0.002
H -0.1682 5.0736 -3.4816 -0.008 0.024 -0.008 0.001
H -2.6497 4.9769 -3.3832 -0.012 0.002 -0.003 0.000
H -3.7500 3.0804 -2.1772 -0.021 0.021 -0.020 0.001
H -2.2906 1.3771 -1.0731 0.041 -0.029 -0.008 0.001
O 3.0252 -2.2070 1.9394 -0.036 0.051 0.058 0.006
S 2.8701 -0.8239 1.6167 -0.332 -0.110 -0.328 0.008
O 2.5134 -0.5879 0.2080 0.269 0.233 0.206 0.070
O 3.2039 2.6446 0.8233 0.079 0.024 -0.059 0.006
O 3.7134 0.1466 2.2181 0.215 0.062 0.014 0.000
O 1.3400 -0.4111 2.3486 -0.158 -0.185 0.258 0.005
C 0.2990 -0.9792 1.7846 0.304 0.102 0.050 0.007
N -0.2311 -2.1029 2.2227 -0.101 -0.079 -0.259 0.000
C -1.3019 -2.5296 1.3023 0.212 0.100 0.113 0.004
C -1.3011 -1.3174 0.3345 0.172 0.315 0.043 0.007
O -2.0295 -1.1490 -0.6115 -0.066 -0.047 0.018 0.000
N -0.2917 -0.4474 0.7209 -0.273 -0.387 0.066 0.077
C -2.6058 -2.6790 2.0649 -0.019 -0.025 -0.092 0.000
C -2.8735 -3.8779 2.7153 -0.049 -0.021 0.047 0.000
C -4.0169 -4.0114 3.4871 -0.003 0.007 -0.010 0.000
C -4.9041 -2.9508 3.6062 -0.007 -0.004 0.004 0.000
C -4.6429 -1.7554 2.9549 0.033 -0.023 -0.014 0.000
C -3.4953 -1.6192 2.1861 -0.058 0.009 0.051 0.000
C -0.9022 -3.7569 0.4918 -0.122 0.010 0.050 0.000
C -1.8532 -4.2959 -0.3732 0.014 -0.038 0.011 0.000
C -1.5369 -5.3958 -1.1496 0.043 -0.003 0.011 0.000
C -0.2710 -5.9671 -1.0684 -0.036 -0.018 -0.034 0.000
C 0.6768 -5.4251 -0.2189 -0.032 0.050 0.024 0.000
C 0.3659 -4.3152 0.5615 0.088 0.025 -0.127 0.000
H 0.2468 -2.6956 2.8838 -0.072 0.001 0.089 0.000
H -2.1942 -4.7150 2.6113 0.015 -0.003 -0.011 0.000
H -4.2188 -4.9473 3.9900 -0.002 -0.009 0.005 0.000
H -5.8011 -3.0593 4.2006 -0.004 0.000 0.011 0.000
H -5.3342 -0.9279 3.0384 -0.013 0.008 0.003 0.000
H -3.3136 -0.6830 1.6733 0.020 0.000 -0.016 0.000
H -2.8391 -3.8536 -0.4323 -0.006 0.008 0.012 0.000
H -2.2809 -5.8130 -1.8142 -0.010 -0.018 -0.015 0.000
H -0.0296 -6.8341 -1.6686 0.004 -0.008 -0.005 0.000
H 1.6658 -5.8575 -0.1564 0.019 -0.010 0.007 0.000
H 1.1409 -3.8869 1.1838 -0.001 0.007 0.047 0.000
```
Positions in Å, forces in eV/Å.

Calculated values
net charge = +1
E = -71060.708 eV
ΔE to the lowest compared entry with this formula, charge and spin = 63.3 kJ/mol
<S²> = 6.03
E_LUMO (spin up / spin down) = -2.4492 / -5.3582 eV
Kohn-Sham gap (spin up / spin down) = 6.0124 / 6.0060 eV
2S+1 = 5